# 1
Molecular formula: C5H11NOS
Method: DFT, ωB97M-V with the def2-TZVPD basis set

ORCA input file:
```
! RIJCOSX wB97M-V def2-TZVPD def2/J DEFGRID3
* xyz 0 1
S -3.62462 0.30409 0.42416
O -2.60750 -0.10574 1.31599
N -2.86016 0.97438 -1.09868
C 0.46352 0.47897 -0.02032
C 0.32788 0.31900 1.37402
C 0.43003 1.64993 -0.59594
C 0.53649 -0.73538 -0.82228
C -3.23560 -0.44174 -1.19062
H -2.30347 -1.04803 -1.39794
H 1.55930 -1.23677 -0.48204
H 0.50948 -0.47581 -1.94639
H -0.77701 0.12337 1.53175
H -0.19630 -1.31034 -0.51573
H -4.12642 -0.52497 -1.80128
H 0.85867 -0.59623 1.72521
H 0.46463 1.63478 -1.75269
H 0.43279 2.67053 -0.22515
H 0.47833 1.17193 1.97754
H -1.86155 1.04760 -0.94824
*
```

ΔE to the lowest compared entry with this formula, charge and spin ... 460.3 kJ/mol
LUMO energy ... 0.028 Ha

# 2
Molecular formula: C5H11NO
Method: DFT, ωB97M-V with the def2-TZVPD basis set

ORCA input file:
```
! RIJCOSX wB97M-V def2-TZVPD def2/J DEFGRID3
* xyz 0 1
O -1.18488 2.17385 1.74096
N -1.50584 0.45894 -0.73088
C -2.47071 1.17719 -1.10345
C 1.08529 -0.87393 1.32178
C 0.68445 -0.45696 -0.07234
C 0.97603 -1.52083 -1.16148
C -0.69342 -0.00210 -0.00283
H 1.10867 -1.22370 -2.19591
H 0.05144 -2.19050 -1.02752
H -1.12716 1.20159 1.56931
H 2.03134 -1.41772 1.51125
H 1.18448 0.52416 -0.18431
H -2.46196 2.27397 -0.96350
H 1.95950 -1.97220 -0.91968
H -3.30949 0.91415 -1.71495
H 0.88805 -0.01334 1.89506
H 0.33483 -1.68132 1.55709
H -0.34644 2.34036 2.15016
*
```

ΔE to the lowest compared entry with this formula, charge and spin ... 405.6 kJ/mol
LUMO energy ... 0.028 Ha

# 3
Molecular formula: C16H21AsO6PtSSi2
Method: DFT, ωB97M-V with the def2-TZVPD basis set

ORCA input file:
```
! RIJCOSX wB97M-V def2-TZVPD def2/J DEFGRID3
* xyz 0 1
Pt 0.30276 0.66804 -0.26956
As 1.05533 2.49872 -2.69662
S 3.21367 0.50477 -0.32808
Si -1.14854 1.59206 1.32910
Si -0.50688 -1.44464 0.46702
O 3.81427 -0.63732 0.28662
O 2.19091 3.50832 -1.85574
O 2.11593 1.08835 0.58911
O 4.05472 1.58841 -0.76491
O -0.19845 2.18128 -1.55092
O 0.53910 3.07769 -4.10858
C -2.48370 2.52130 0.43169
C -1.67734 -1.13807 1.89290
C 0.93958 -2.49588 1.02288
C 2.36164 -0.09271 -1.80853
C 1.65559 0.17284 -4.09999
C -3.35706 -0.62235 4.05973
C 2.32092 -1.99072 -3.30874
C 1.89657 -1.17619 -4.34212
C -0.05378 2.67324 2.37267
C -1.91439 0.18314 2.29624
C -2.75680 0.42692 3.38258
C 1.87664 0.73260 -2.85171
C 2.57718 -1.44591 -2.05817
C -3.12280 -1.93212 3.65911
C -1.36836 -2.14933 -1.03472
C -2.28559 -2.18660 2.58503
H -3.14937 2.94966 1.18835
H -3.07793 1.85393 -0.19369
H -2.08505 3.32024 -0.18999
H -2.10643 -3.21561 2.29040
H -2.20708 -1.52364 -1.34280
H -0.61049 3.00486 3.25404
H 1.77878 -1.89664 1.37833
H 1.73752 -1.57980 -5.33305
H -3.59123 -2.75148 4.18869
H 0.60525 -3.12763 1.85073
H 0.27241 3.55432 1.81899
H 2.91739 2.99054 -1.45886
H 2.99112 -2.06065 -1.27173
H -1.76285 -3.14045 -0.79068
H -2.94963 1.44368 3.70846
H 1.29944 -3.14465 0.22301
H 2.49745 -3.04566 -3.47192
H 0.82983 2.13182 2.71072
H -0.68138 -2.25797 -1.87590
H -4.00700 -0.42176 4.90157
H 1.25809 0.81109 -4.88096
*
```

ΔE to the lowest compared entry with this formula, charge and spin ... 103.7 kJ/mol
LUMO energy (spin up / spin down) ... -0.099 / -0.093 Ha

# 4
Molecular formula: C2H3BO3
Method: DFT, ωB97M-V with the def2-TZVPD basis set

ORCA input file:
```
! RIJCOSX wB97M-V def2-TZVPD def2/J DEFGRID3
* xyz 0 1
O -1.36070 -0.97145 -0.21332
O 0.36894 0.88163 -0.02220
O -0.77329 0.26344 -2.14273
C 1.51734 0.16915 2.06185
C 0.94461 0.44706 1.02903
B -0.78956 0.01109 -0.83307
H -0.19097 0.97911 -2.10353
H 1.85441 -0.04817 2.96066
H -1.57077 -1.73186 -0.73670
*
```

ΔE to the lowest compared entry with this formula, charge and spin ... 255.8 kJ/mol
SMILES ... C#COB(O)O
LUMO energy ... 0.005 Ha

# 5
Molecular formula: C39H33AsN4O4PtS
Method: DFT, ωB97M-V with the def2-TZVPD basis set

ORCA input file:
```
! RIJCOSX wB97M-V def2-TZVPD def2/J DEFGRID3
* xyz 0 1
Pt 0.07916 0.19907 0.15427
As -0.72168 -2.01816 0.27754
S 2.99233 0.72790 0.30823
O 3.66881 1.65593 -0.55884
O 0.67980 2.00463 -2.32443
O -1.28575 2.90842 2.78934
O 2.44633 -0.48320 -0.31740
N -1.81299 1.31972 0.32626
N 1.84006 1.39295 1.19822
N 0.66108 4.16848 -1.60711
N 0.20212 2.41274 -0.10299
C -2.93891 -2.88839 -1.48540
C 5.22977 0.93837 1.88044
C 4.08031 0.21577 1.61965
C -2.88080 3.38095 -1.33838
C -1.23280 2.63317 0.34613
C -3.31412 2.02029 -1.43789
C 1.31459 2.60782 0.83246
C 2.47105 -4.69498 -0.24902
C -1.93724 -2.48335 1.71310
C -1.99663 -1.43801 -3.65870
C -3.12617 -1.76908 1.83707
C 6.10281 -0.32593 5.34963
C -1.10545 3.36525 1.69816
C -3.61292 -2.91225 3.89072
C 0.47768 -6.03047 -0.09409
C 0.52900 2.83304 -1.45030
C 1.85537 -5.93643 -0.24770
C 0.72800 4.97325 0.88070
C -2.42246 -3.61620 3.77969
C 5.91353 0.72385 3.06843
C 0.33641 -3.63816 0.07650
C 4.31730 -0.95320 3.69294
C -3.13715 -2.21883 -3.78438
C -1.58356 -3.40070 2.69740
C 1.02497 4.68763 -2.91404
C -1.33246 -1.37446 -2.44468
C 1.71404 -3.54216 -0.08788
C 3.62988 -0.74851 2.51059
C 5.44630 -0.19514 4.00235
C -1.88780 3.68839 -0.48844
C -3.61664 -2.93076 -2.69505
C 0.23337 5.12101 -0.60084
C -1.25689 4.99152 -0.12287
C -0.28234 -4.88471 0.06861
C -0.76517 4.80553 1.34108
C -1.79471 -2.11078 -1.35183
C -3.96239 -1.98459 2.91926
C -2.74598 1.08252 -0.62627
C 1.62915 3.83385 1.23919
H 0.45964 6.10542 -1.00321
H -3.09968 0.05938 -0.69669
H 3.54322 -4.61533 -0.37346
H -0.65043 -3.94525 2.61757
H 5.56885 1.66672 1.15458
H 2.73881 -1.31922 2.27890
H 0.17150 5.17989 -3.38655
H 3.97127 -1.69706 4.40084
H -0.45837 -0.74010 -2.33792
H 5.52951 0.24608 6.08286
H 1.15330 5.90894 1.23821
H -4.10434 1.73257 -2.11492
H 2.18042 -2.56624 -0.10373
H 6.12341 -1.36213 5.68750
H 6.81594 1.28688 3.27389
H -2.14410 -4.33307 4.54124
H -1.62507 -0.87090 -4.50199
H -4.52208 -3.51682 -2.78754
H 1.35574 3.86070 -3.53463
H -3.38424 -1.03006 1.08804
H 2.44824 -6.83421 -0.36676
H 7.12000 0.06267 5.34029
H 2.45260 3.98406 1.92304
H 1.84023 5.40498 -2.81200
H -3.36590 4.15370 -1.92440
H -1.35733 -4.95554 0.18832
H -1.87597 5.86067 -0.33728
H -3.65282 -2.27371 -4.73476
H -1.10294 5.49816 2.10799
H -4.88203 -1.42170 3.00985
H -0.00384 -6.99977 -0.09952
H -3.30940 -3.44928 -0.63395
H -4.26192 -3.07814 4.74067
*
```

LUMO energy (spin up / spin down) ... -0.030 / -0.030 Ha

# 6
Molecular formula: C6H11NO
Method: DFT, ωB97M-V with the def2-TZVPD basis set

ORCA input file:
```
! RIJCOSX wB97M-V def2-TZVPD def2/J DEFGRID3
* xyz 0 1
O 2.46899 -0.79006 -1.25401
N 2.23744 0.60982 0.49942
C 1.75152 -0.23408 -0.45209
C -1.67070 1.73573 0.65475
C 0.01284 -0.70712 -0.38252
C -1.20121 1.28375 -0.50811
C -0.26581 -1.24591 0.99285
C -0.40998 -1.37281 -1.48713
H -1.04308 -2.24478 -1.38782
H -2.55698 2.36055 0.69527
H -0.11576 -1.06874 -2.48367
H -1.18685 1.49873 1.59443
H 0.21853 -0.68683 1.79396
H -1.71467 1.39157 -1.45518
H 1.62391 1.10663 1.12379
H 3.18792 0.94983 0.40979
H 0.07577 -2.28054 1.07021
H -0.07246 0.89778 -0.62095
H -1.33942 -1.20355 1.19702
*
```

ΔE to the lowest compared entry with this formula, charge and spin ... 422.7 kJ/mol
SMILES ... C=C(C)C(N)=O.C=C
LUMO energy ... 0.029 Ha

| no. | E (eV) |
| --- | --- |
| 1 | -19732.3245 |
| 2 | -8897.4939 |
| 3 | -119893.3652 |
| 4 | -8941.7546 |
| 5 | -130046.0272 |
| 6 | -9934.0738 |